1.
Below is a structure of composition C5H10N2O, with properties calculated with ωB97M-V/def2-TZVPD.

Geometry (Å):
C -2.09581 -1.40840 0.31103
C 0.19459 -0.46223 -0.52283
C 0.93241 0.05617 0.64742
C 2.39680 0.23592 0.38128
C -1.29277 1.84112 -0.24618
H -3.12767 -1.45582 -0.26518
H -1.42554 -2.60574 0.64344
H -2.55219 -0.88848 1.68076
H 0.38367 -1.41080 -0.92473
H 0.57176 0.41552 -1.25630
H 0.77210 1.18818 0.80004
H 0.81113 -0.34080 1.61918
H 2.76951 0.73306 1.28918
H -1.88112 2.79043 0.67703
H -0.18812 1.83572 -0.45542
N -1.38826 -0.52255 -0.48717
N -1.88683 0.69274 -0.06461
O 3.24759 -0.37850 -0.42123

Its HOMO energy is -9.031 eV. The charge is 0. The HOMO-LUMO gap comes out at 9.14 eV. The calculation puts the LUMO energy at 0.004 hartree. The energy above the lowest of the compared OMol25 structures with the same formula, charge and spin comes out at 903.0 kJ/mol.

=====

2.
Below is the molecule C5H6O, with properties calculated with ωB97M-V/def2-TZVPD.

Geometry (Å):
C -1.75961 -0.10114 -0.02569
C -0.27008 0.09450 -0.00884
C 0.45327 1.14792 -0.47026
O 1.78682 0.90402 -0.37116
C 1.92117 -0.32564 0.17817
C 0.70458 -0.86303 0.43458
H -2.30068 0.78296 0.32998
H -2.03857 -0.94759 0.61049
H -2.11096 -0.32789 -1.04073
H 0.18654 2.11697 -0.86963
H 2.93373 -0.67840 0.30884
H 0.49380 -1.80268 0.92426

Its HOMO energy is -8.635 eV. As for the SMILES: Cc1ccoc1. The charge is 0. The HOMO-LUMO gap comes out at 9.72 eV. The calculation puts the LUMO energy at 0.040 hartree. The energy above the lowest of the compared OMol25 structures with the same formula, charge and spin comes out at 30.8 kJ/mol.

=====

3.
Below is a structure of composition C5H10N, with properties calculated with ωB97M-V/def2-TZVPD.

Geometry (Å):
C 2.14280 -0.02658 -0.05530
C 1.10781 0.09517 -0.83709
C 0.72280 0.05457 1.32099
C -0.96974 -1.15485 -0.36251
C -1.09109 1.04582 -0.11744
N -0.09440 0.00612 0.02491
H 3.23607 0.18955 -0.07045
H 1.05267 -0.05522 -1.99389
H 0.91044 -0.78720 1.95144
H 0.87777 0.87378 1.96524
H -0.50095 -2.04354 -0.54032
H -1.67943 -1.32315 0.46386
H -1.59828 -0.83528 -1.27269
H -1.43526 0.99654 -1.07026
H -1.88908 0.89420 0.65651
H -0.79214 2.07004 -0.06299

Its HOMO energy is -15.066 eV. The charge is +1. The HOMO-LUMO gap comes out at 11.40 eV. The calculation puts the LUMO energy at -0.135 hartree. The energy above the lowest of the compared OMol25 structures with the same formula, charge and spin comes out at 433.3 kJ/mol.

=====

4.
Below is a cluster of 5 separate species, C33H33BrCl13F6NO5S in total, with properties calculated with ωB97M-V/def2-TZVPD.

Geometry (Å):
C -0.34664 3.61318 2.45840
C -0.09698 3.65559 0.93219
C -1.32138 3.22313 0.08470
F -2.22204 4.25661 -0.09437
C -1.92603 1.92648 0.60029
C -3.12054 1.81871 1.31935
C -3.93718 3.07773 1.66385
C -4.83365 3.59429 0.50469
C -4.82668 5.14121 0.39820
Br -6.71053 3.05495 0.71293
C -3.59261 0.58600 1.78746
C -4.88806 0.41972 2.58338
O -5.76604 -0.61155 2.08841
C -6.98335 -0.15642 1.61823
C -7.24638 -0.40971 0.13720
O -7.79861 0.40887 2.30200
C -2.85880 -0.57923 1.55302
C -3.26786 -1.95603 2.07192
O -3.81249 -2.85488 1.12348
C -4.19248 -2.29454 -0.11436
C -1.67258 -0.46495 0.84039
C -1.21624 0.74883 0.37935
C 0.11464 0.69364 -0.34554
O 0.35321 1.28115 -1.37762
C 1.14560 -0.23994 0.30581
C 2.50517 0.05901 0.48042
C 3.03194 1.42169 0.03753
C 3.72210 1.47969 -1.35855
N 5.19758 1.53145 -1.27346
C 3.33763 -0.88521 1.08717
S 5.04762 -0.39590 1.31153
C 2.85653 -2.13505 1.51793
C 3.84917 -3.12312 2.14020
F 4.86456 -3.31668 1.26138
F 3.35992 -4.34397 2.39695
C 4.47642 -2.60129 3.52030
F 3.89642 -1.48535 3.95955
F 5.79420 -2.48020 3.39781
F 4.28507 -3.53486 4.46834
C 1.50902 -2.37041 1.34766
Cl 0.78021 -3.85971 1.90562
C 0.67182 -1.45354 0.75124
C -0.81692 -1.69887 0.57664
O -1.26439 -2.76463 0.22135
H 0.18152 4.46690 2.89837
H -1.40696 3.74310 2.68564
H 0.03820 2.69924 2.91736
H 0.17070 4.65829 0.58498
H 0.68790 2.95411 0.64915
H -0.91403 3.00433 -0.90747
H -4.48205 2.99082 2.60488
H -3.20599 3.87466 1.83002
H -4.45083 3.14710 -0.41433
H -4.75124 5.61305 1.38122
H -4.10580 5.50328 -0.33359
H -5.81311 5.41789 0.00924
H -5.47210 1.33347 2.69947
H -4.60260 0.11178 3.59911
H -8.32544 -0.39912 -0.01840
H -6.87996 -1.39579 -0.16688
H -6.72417 0.32545 -0.48060
H -2.35028 -2.42636 2.45728
H -3.91658 -1.82565 2.94575
H -4.70251 -3.10115 -0.65986
H -4.91940 -1.48748 -0.03616
H -3.33977 -2.01967 -0.74987
H 2.18571 2.11006 0.01591
H 3.72735 1.82362 0.77998
H 3.36173 0.70693 -2.04729
H 3.43269 2.44394 -1.79629
H 5.52487 2.29907 -1.85036
H 5.60987 0.70946 -1.70206
H 5.56013 -0.56080 0.07831
C 8.62810 1.41599 -3.48472
Cl 7.66519 2.87450 -3.21827
Cl 9.80162 1.20026 -2.18667
Cl 7.59061 -0.00526 -3.62411
H 9.16816 1.53301 -4.41581
C -2.45580 -6.20820 0.08345
Cl -1.21123 -7.21800 -0.65850
Cl -3.99651 -6.39190 -0.76432
Cl -2.63471 -6.59798 1.79511
H -2.14671 -5.17185 0.00342
C 8.66304 -3.66210 -5.36628
Cl 9.39179 -5.18968 -4.86984
Cl 6.94789 -3.62305 -4.94453
Cl 9.50998 -2.29684 -4.63730
H 8.74898 -3.57935 -6.44206
C 0.01708 0.06456 -4.99262
Cl -1.34537 0.83719 -5.80675
Cl -0.01212 -1.68110 -5.25240
Cl 1.54493 0.75099 -5.54489
H -0.07316 0.25238 -3.92936

Its HOMO energy is -9.375 eV. As for the SMILES: CC[C@H](F)c1c(C[C@H](C)Br)c(COC(C)=O)c(COC)c2c1C(=O)c1c(CCN)c(S)c(C(F)(F)C(F)(F)F)c(Cl)c1C2=O.ClC(Cl)Cl.ClC(Cl)Cl.ClC(Cl)Cl.ClC(Cl)Cl. The charge is 0. The HOMO-LUMO gap comes out at 8.01 eV. The calculation puts the LUMO energy at -0.050 hartree.

=====

5.
Below is a structure of composition C19H22BMnN8S2, with properties calculated with ωB97M-V/def2-TZVPD.

Geometry (Å):
Mn 0.31730 -0.03150 -0.30600
C -0.59650 3.24560 -1.77060
C -1.51370 2.66150 -0.75860
C -2.74670 3.14320 -0.31360
C -3.18090 2.22630 0.62730
C -4.43670 2.27260 1.42710
N -2.24490 1.25960 0.72280
N -1.22480 1.53300 -0.11740
B -2.27480 -0.00370 1.61690
N -2.26130 -1.27190 0.72810
N -1.24300 -1.55210 -0.10840
C -1.52980 -2.68220 -0.74470
C -0.59700 -3.26080 -1.74610
C -2.76330 -3.16140 -0.29790
C -3.19660 -2.24000 0.63790
C -4.45160 -2.27590 1.43880
N -1.03270 -0.00980 2.52800
N 0.22460 -0.01220 2.04130
C 1.05710 -0.00490 3.07600
C 2.53800 -0.00440 2.94940
C 0.32130 0.00110 4.26630
C -1.00290 -0.00260 3.87730
C -2.20820 0.00310 4.75180
H -0.96820 4.20900 -2.11140
H 0.40170 3.36170 -1.34600
H -0.51090 2.57250 -2.62450
H -3.24770 4.03530 -0.63270
H -4.99490 3.17090 1.17130
H -5.06300 1.40420 1.22680
H -4.21400 2.29050 2.49320
H -3.25610 0.00010 2.27650
H 0.28840 -2.62110 -1.81620
H -0.29490 -4.26570 -1.45460
H -1.06980 -3.30590 -2.72590
H -3.26220 -4.05600 -0.61570
H -5.01280 -3.17280 1.18530
H -4.23110 -2.28870 2.50550
H -5.06750 -1.40140 1.23500
H 2.82760 0.00320 1.90250
H 2.95510 0.87650 3.43740
H 2.95800 -0.89110 3.42490
H 0.70780 0.00970 5.26660
H -1.89650 0.00440 5.79450
H -2.81820 0.88610 4.56580
H -2.82330 -0.87730 4.57130
S 0.34730 0.04540 -2.98190
C 2.05260 0.13740 -3.28050
C 2.41810 0.24390 -4.62900
N 2.69910 0.32990 -5.74300
C 3.01850 0.10990 -2.29810
S 2.69500 -0.04290 -0.60150
C 4.37990 0.21030 -2.59900
N 5.51490 0.29000 -2.77900

Its HOMO energy (alpha / beta) is -3.925 / -4.113 eV. The spin multiplicity is 6. The charge is -1. The HOMO-LUMO gap (alpha / beta) comes out at 6.14 / 6.33 eV. The calculation puts the LUMO energy (alpha / beta) at 0.081 / 0.081 hartree. The energy above the lowest of the compared OMol25 structures with the same formula, charge and spin comes out at 0.0 kJ/mol.

=====

6.
Below is a structure of composition C24H20FN7O5SSr, with properties calculated with ωB97M-V/def2-TZVPD.

Geometry (Å):
Sr 0.76481 0.76580 0.57502
C 4.91596 3.01125 -0.41259
N 4.78875 1.59718 -0.09439
C 5.57165 0.93714 0.82948
C 5.12987 -0.32894 0.89654
N 4.06780 -0.43930 0.00702
C 3.85838 0.76606 -0.61607
S 2.71697 1.17768 -1.80360
C 3.33672 -1.65776 -0.13144
C 4.02682 -2.85814 -0.19813
C 3.27618 -4.02341 -0.19782
C 1.89302 -3.94456 -0.15054
C 1.31047 -2.68916 -0.12638
N 2.02042 -1.56477 -0.10646
H 5.91963 3.20927 -0.78409
H 4.71285 3.59622 0.48195
H 4.17912 3.25009 -1.17351
H 6.34730 1.43740 1.37936
H 5.42203 -1.14493 1.53005
H 5.10544 -2.87845 -0.24841
H 3.76944 -4.98541 -0.23334
H 1.27256 -4.82849 -0.13701
H 0.23376 -2.57813 -0.08107
O 1.25040 2.88452 1.38434
C 1.05160 4.07261 0.90978
C 2.03506 5.07920 1.06579
C 1.88224 6.34134 0.54105
C 0.73705 6.68434 -0.17471
C -0.25344 5.73334 -0.31498
C -0.14089 4.44680 0.22678
C -1.30155 3.54749 0.09884
N -1.36213 2.22505 0.04205
C -2.69654 1.90095 -0.07693
C -3.45043 3.02615 -0.10090
N -2.55589 4.06354 0.01384
H 2.91828 4.81222 1.63316
H 2.66973 7.07208 0.68564
H 0.62595 7.66575 -0.61325
H -1.13475 5.98329 -0.89610
H -3.03388 0.87981 -0.12364
H -4.51099 3.18179 -0.17321
H -2.77227 5.04039 0.09566
F 3.58225 3.21275 4.89589
C 2.94760 2.10960 5.31404
C 1.76567 1.74326 4.81632
N 1.10605 0.61222 5.26942
C -0.04656 0.15246 4.51023
C 0.33479 -0.21974 3.07929
O -0.59571 -0.44724 2.27242
O 1.54170 -0.14057 2.75310
C 1.68582 -0.25014 6.17024
O 1.21820 -1.32655 6.47670
N 2.90400 0.17848 6.67408
C 3.64503 1.28987 6.30064
O 4.71510 1.54875 6.80491
H 1.27804 2.30253 4.02699
H -0.78619 0.95341 4.46222
H -0.50138 -0.68389 5.03466
H 3.33790 -0.44499 7.34055

Its HOMO energy is -7.264 eV. The charge is 0. The HOMO-LUMO gap comes out at 7.24 eV. The calculation puts the LUMO energy at -0.001 hartree. The energy above the lowest of the compared OMol25 structures with the same formula, charge and spin comes out at 15.3 kJ/mol.

=====

How do the records compare in E? In the order shown, they have -380.941495, -269.334519, -250.840269, -11262.075704, -3147.774604, -2215.080761 a.u..